[1]
Computed, not measured: C14H30IIrO2P2Si as an isolated structure, with the ωB97M-V functional and the def2-TZVPD basis.

```
51
Properties=species:S:1:pos:R:3:forces:R:3:mulliken_spin:R:1
C 0.000 0.026 -5.731 -0.0035 0.2230 -0.7826 -0.03
C 0.012 1.206 -4.932 -0.0158 -2.0715 -0.7285 0.67
H -0.001 0.322 -6.811 0.0004 -0.8657 0.3616 0.08
H -0.922 -0.541 -5.479 0.5285 0.0274 -0.3245 0.02
H 0.914 -0.556 -5.482 -0.5345 0.0448 -0.3296 0.02
O 0.021 2.152 -4.267 0.0241 2.5409 1.9241 0.22
I -0.014 -1.546 -2.260 -0.0013 0.0573 -0.2159 0.82
Ir 0.004 0.422 -0.573 -0.0304 -3.1994 0.5396 0.94
P 2.335 -0.061 -0.335 1.9026 0.2831 0.7286 0.07
C 3.272 1.109 0.710 -0.5388 0.1872 -0.0384 0.01
C 2.482 -1.626 0.595 -0.0670 0.1526 -0.2754 0.01
H 3.512 -1.759 0.956 -0.2834 0.0585 -0.1607 0.00
H 4.524 -0.194 -1.388 -0.5332 -0.0863 -0.0681 0.00
H 2.193 -2.468 -0.042 0.0453 0.0248 0.2152 0.00
H 3.284 -1.076 -2.346 0.0773 0.2593 -0.0411 0.01
H 2.988 0.947 1.756 0.0867 0.2088 -0.1717 0.00
H 1.791 -1.532 1.441 0.3378 -0.3015 -0.1625 0.01
C 3.486 -0.168 -1.765 -0.4293 -0.0272 -0.0768 0.01
H 4.354 0.956 0.578 -0.4244 -0.0361 0.0702 0.00
H 3.367 0.730 -2.388 0.0169 -0.3085 0.0518 0.00
H 3.006 2.126 0.398 0.2087 -0.1010 0.2364 0.00
P -2.336 -0.017 -0.333 -1.8933 0.3142 0.7335 0.07
C -3.251 1.172 0.710 0.5445 0.1794 -0.0397 0.01
C -3.490 -0.108 -1.761 0.4310 -0.0367 -0.0782 0.01
H -2.242 -2.427 -0.035 -0.0432 0.0256 0.2140 0.00
H -3.538 -1.688 0.970 0.2817 0.0495 -0.1658 0.00
H -1.810 -1.496 1.443 -0.3472 -0.2979 -0.1622 0.01
C -2.509 -1.577 0.602 0.0658 0.1509 -0.2745 0.01
H -3.304 -1.020 -2.341 -0.0740 0.2611 -0.0419 0.01
H -4.527 -0.116 -1.383 0.5322 -0.0954 -0.0689 0.00
H -4.336 1.040 0.576 0.4248 -0.0442 0.0715 0.00
H -2.964 2.183 0.397 -0.2128 -0.0958 0.2379 0.00
H -3.357 0.786 -2.386 -0.0220 -0.3085 0.0530 0.00
H -2.973 1.004 1.757 -0.0818 0.2113 -0.1722 0.00
C 0.021 2.281 -0.780 0.0567 6.1392 -0.9355 0.12
O 0.032 3.441 -0.888 -0.0359 -3.9637 0.5060 0.08
C 1.505 -1.035 5.140 0.1914 -0.0059 -0.6866 0.01
Si -0.002 -0.133 4.461 0.0046 -0.3200 2.6065 -0.02
C -1.509 -1.034 5.142 -0.1972 -0.0094 -0.6896 0.01
C -0.002 1.650 5.087 0.0002 0.2914 -0.7833 0.05
C -0.002 -0.139 2.599 0.0084 0.6226 -0.4570 0.41
C 0.002 0.109 1.371 -0.0034 0.0270 -0.3615 0.37
H 1.499 -1.080 6.241 -0.2140 0.0750 -0.4269 0.00
H 2.442 -0.551 4.835 -0.1343 -0.1151 0.0896 0.00
H 1.516 -2.062 4.745 0.0877 0.1622 0.2392 0.00
H -1.503 -1.079 6.243 0.2165 0.0775 -0.4272 0.00
H -2.446 -0.550 4.837 0.1348 -0.1155 0.0895 0.00
H -1.520 -2.061 4.747 -0.0879 0.1621 0.2380 0.00
H 0.893 2.180 4.725 -0.3204 -0.0535 0.1625 0.00
H -0.898 2.180 4.728 0.3215 -0.0550 0.1610 0.00
H 0.001 1.685 6.189 -0.0011 -0.3027 -0.3826 0.00
```
Forces are in eV/Å.

Output
* total energy: -56475.8368 eV
* energy relative to the best compared isomer or geometry (same formula, charge and spin): 0.532 eV
* Kohn-Sham gap (alpha / beta): 3.74 / 5.08 eV
* strongest force on any atom: 6.2 eV/A
* total charge: +2
* spin multiplicity: 5
* LUMO energy (alpha / beta): -6.64 / -10.64 eV
* highest occupied orbital energy (alpha / beta): -10.4 / -15.7 eV

***

[2]
Computed, not measured: C9H12ClN4PdS as an isolated structure, with the ωB97M-V functional and the def2-TZVPD basis.

```
28
Properties=species:S:1:pos:R:3:forces:R:3:lowdin_charge:R:1
Pd 0.127 -0.120 -0.236 -0.3193 0.2892 0.2973 0.62
C -2.771 0.462 2.968 0.0142 0.0183 -0.0113 0.00
C -1.691 0.001 2.042 -0.0234 0.0222 0.0302 -0.22
N -1.488 0.519 0.893 0.0259 -0.1226 -0.1210 -0.07
N -2.225 1.538 0.381 -0.0246 -0.0122 0.0010 0.02
C -1.902 2.006 -0.859 -0.0274 0.0037 -0.0158 -0.77
N -2.674 2.983 -1.330 0.0043 0.0103 0.0067 0.13
S -0.614 1.415 -1.785 0.0141 0.0052 -0.0169 0.74
C -0.746 -1.105 2.376 0.0028 -0.0186 -0.0025 -0.19
C -0.879 -1.866 3.522 -0.0088 0.0457 -0.0249 0.01
C 0.036 -2.882 3.776 0.0060 -0.0149 0.0088 -0.02
C 1.063 -3.095 2.883 0.0186 -0.0040 0.0072 -0.01
C 1.133 -2.297 1.749 0.0005 0.0424 -0.0049 -0.08
N 0.254 -1.338 1.491 0.0561 -0.0957 0.0431 0.01
H -2.801 1.553 3.001 -0.0014 -0.0024 0.0015 0.09
H -2.610 0.121 3.985 -0.0011 -0.0044 0.0094 0.08
H -3.746 0.096 2.638 0.0001 -0.0141 -0.0005 0.11
H -3.050 1.860 0.868 0.0000 0.0056 0.0002 0.15
H -3.426 3.394 -0.802 -0.0021 0.0062 -0.0055 0.13
H -2.461 3.373 -2.233 -0.0056 -0.0021 -0.0020 0.12
H -1.687 -1.684 4.213 -0.0076 -0.0031 0.0080 0.11
H -0.061 -3.489 4.666 0.0007 0.0041 0.0023 0.12
H 1.805 -3.864 3.043 -0.0028 -0.0011 0.0045 0.12
H 1.927 -2.428 1.026 -0.0065 -0.0009 -0.0177 0.11
Cl 3.005 0.549 -0.491 0.0990 -0.0368 0.0538 0.45
C 1.803 -0.582 -1.168 0.2086 -0.0979 -0.2396 -0.77
H 2.131 -1.596 -0.946 -0.0101 -0.0073 -0.0124 -0.01
H 1.783 -0.434 -2.244 -0.0103 -0.0149 0.0008 -0.01
```
Forces are in eV/Å.

Output
* total energy: -42320.0828 eV
* energy relative to the best compared isomer or geometry (same formula, charge and spin): 0.000 eV
* Kohn-Sham gap: 7.50 eV
* strongest force on any atom: 0.5 eV/A
* total charge: +1
* spin multiplicity: 1
* LUMO energy: -4.13 eV
* highest occupied orbital energy: -11.6 eV